ORCA calculation (ωB97M-V/def2-TZVPD) on a molecular structure, C23H62BNbO14P3.

```
104
Properties=species:S:1:pos:R:3:forces:R:3
C -3.61153 0.70194 -1.08163 -0.510 -0.118 0.418
O -3.28068 -0.61893 -0.66575 0.141 0.335 -0.491
C -1.93112 -0.96939 -0.95781 0.428 -0.975 0.367
C -0.91093 -0.80442 0.18922 -0.192 0.652 0.248
C -1.15417 0.43732 1.11380 0.477 -1.015 -1.923
Nb -0.30893 2.32492 0.12048 -1.858 -0.969 2.252
B 0.74233 4.01240 -1.12401 0.262 -0.474 -1.171
C 0.31315 5.53342 -1.11784 0.736 0.092 0.323
O 1.82704 3.71997 -1.96710 -0.515 0.738 -0.538
H -3.45439 1.39555 -0.25231 0.221 0.247 -0.233
H -3.05591 1.01536 -1.96410 0.190 0.029 0.113
H -4.67564 0.74736 -1.33616 -0.033 -0.277 0.060
H -1.95765 -2.03821 -1.20264 -0.067 0.002 -0.020
H -1.56489 -0.47457 -1.85790 -0.208 0.393 0.109
H -0.80381 -1.73925 0.75232 -0.294 -0.038 0.037
H 0.06238 -0.61980 -0.27300 0.011 -0.368 -0.147
H -0.58059 0.25912 2.02902 -0.002 0.387 0.105
H -2.21974 0.51762 1.34560 0.029 0.116 0.197
H -1.87332 3.28508 0.31015 -0.032 0.545 0.197
H 0.27577 3.04166 1.72255 0.397 0.532 -0.125
H 1.32516 1.44066 0.05570 0.247 0.281 0.201
H -0.82908 1.61061 -1.51066 0.329 0.360 -0.415
H 1.21926 6.13441 -1.27792 -0.046 0.101 0.116
H -0.20523 5.86820 -0.22225 -0.148 0.060 -0.087
H -0.30102 5.70679 -2.00723 -0.190 -0.143 0.091
H 1.52614 2.96767 -2.48657 0.485 -0.531 0.355
O -0.10480 -4.82610 -3.37363 0.012 -2.652 1.076
P -0.34887 -5.36189 -4.72303 -0.480 4.540 -3.689
O 0.95394 -5.00489 -5.62700 -0.217 -0.615 0.321
C 2.24268 -5.43309 -5.19998 0.312 -0.025 0.089
C 2.44367 -6.92594 -5.38937 -0.119 -0.042 0.043
O -1.42308 -4.34513 -5.36708 -0.105 -0.389 -0.021
C -2.02335 -3.30771 -4.58369 0.029 0.355 0.219
C -1.20950 -2.03028 -4.60968 0.087 0.123 -0.331
O -0.93531 -6.57121 -5.64298 0.435 -0.938 2.351
C -1.01045 -7.92738 -5.18132 0.026 -0.530 -0.086
C -1.27706 -8.06329 -3.69606 0.001 0.204 0.080
H 2.40518 -5.15128 -4.15627 -0.070 0.022 -0.006
H 2.96488 -4.88458 -5.80423 -0.104 0.065 -0.052
H 1.81579 -7.49494 -4.69705 0.045 0.000 0.005
H 3.48127 -7.20311 -5.19894 0.001 0.030 0.030
H 2.18421 -7.22322 -6.40607 0.013 0.025 -0.015
H -2.18987 -3.64451 -3.56145 0.175 -0.079 0.021
H -3.00833 -3.12118 -5.01366 0.040 -0.136 -0.143
H -0.14561 -2.21293 -4.46289 -0.040 -0.153 0.210
H -1.55228 -1.34143 -3.83959 -0.029 0.001 -0.008
H -1.30825 -1.53980 -5.58023 -0.027 0.014 0.009
H -0.09295 -8.45526 -5.45704 0.046 0.113 0.013
H -1.81859 -8.40066 -5.74012 -0.013 0.164 -0.089
H -0.52494 -7.53698 -3.09959 -0.021 -0.085 -0.029
H -1.26176 -9.11345 -3.40487 -0.010 -0.024 -0.047
H -2.25222 -7.64726 -3.43918 0.013 0.009 0.013
O -4.89154 1.99472 5.17233 1.917 -1.979 0.198
P -5.95373 0.97961 5.08562 -5.047 2.705 -0.229
O -6.67523 1.13829 3.64827 0.480 -0.330 0.235
C -5.88870 1.03879 2.45353 0.212 -0.116 -0.335
C -5.48105 -0.39371 2.17094 0.041 -0.023 0.059
O -7.12225 1.56415 6.05275 0.059 -0.373 0.065
C -6.90354 2.72866 6.84114 0.036 0.323 0.024
C -7.26470 3.99626 6.08967 -0.244 0.022 -0.102
O -6.43337 -0.53578 5.42490 2.549 0.049 0.097
C -5.50838 -1.62978 5.53183 0.143 -0.563 -0.074
C -4.14987 -1.24216 6.07818 -0.017 0.244 0.031
H -5.00923 1.68359 2.52161 -0.040 0.026 0.100
H -6.50739 1.41337 1.63878 -0.133 0.052 0.137
H -4.75618 -0.74411 2.91262 0.035 0.012 -0.065
H -5.00981 -0.47971 1.19073 0.072 0.015 0.034
H -6.34979 -1.05376 2.20399 -0.023 0.028 -0.008
H -5.87540 2.76558 7.19953 0.078 -0.026 -0.168
H -7.53912 2.63447 7.72422 -0.066 -0.146 -0.067
H -6.87011 3.98864 5.07478 0.211 -0.045 0.067
H -6.88195 4.87629 6.60877 -0.004 -0.007 0.012
H -8.34938 4.08907 6.00624 0.002 0.017 0.016
H -5.40567 -2.11256 4.55679 -0.026 0.129 -0.045
H -5.97142 -2.36341 6.19318 -0.151 0.128 0.007
H -3.68305 -0.45283 5.48026 0.015 -0.108 0.001
H -3.48250 -2.10347 6.07470 -0.031 -0.038 -0.014
H -4.23589 -0.87476 7.10229 0.010 0.010 -0.010
O 7.28350 2.89304 1.88733 -2.420 -1.023 0.045
P 7.07587 3.33807 0.49694 4.533 2.760 -1.715
O 8.14289 2.51861 -0.42507 -0.578 -0.072 0.183
C 8.13089 1.09584 -0.40734 0.042 -0.299 -0.012
C 6.94330 0.52122 -1.15848 -0.086 0.065 0.065
O 7.76542 4.81192 0.46129 -0.267 -0.039 -0.127
C 8.23948 5.42673 1.65124 0.198 0.008 0.230
C 9.68289 5.05806 1.94327 0.184 0.050 -0.175
O 6.05394 3.77301 -0.66302 -1.284 -1.382 1.738
C 4.68379 3.29100 -0.71216 -0.606 -0.115 -0.251
C 4.07407 3.05475 0.64819 0.193 0.003 0.224
H 8.14626 0.73299 0.62458 -0.012 0.069 0.011
H 9.05859 0.77436 -0.88264 0.032 0.128 -0.005
H 6.00932 0.72444 -0.62829 0.005 -0.037 -0.011
H 7.03745 -0.56114 -1.25948 0.019 0.001 0.037
H 6.86927 0.95936 -2.15396 0.027 0.006 -0.008
H 7.59486 5.18405 2.49541 0.008 -0.176 -0.024
H 8.16305 6.50544 1.50011 -0.051 -0.028 -0.152
H 9.85788 3.99035 1.81870 -0.172 -0.058 0.129
H 9.95762 5.34341 2.96034 -0.006 0.016 -0.006
H 10.35119 5.57101 1.24853 0.006 0.013 0.018
H 4.64304 2.38220 -1.31660 0.162 -0.001 0.020
H 4.10678 4.03923 -1.24797 0.179 0.089 -0.044
H 4.67703 2.35647 1.24403 -0.106 0.018 -0.067
H 3.07182 2.63155 0.55144 0.062 0.053 -0.077
H 4.00211 3.99057 1.20702 0.003 -0.014 0.006
```
Forces are in eV/Å.

Its total charge is -1. The calculation puts the calculated total energy at -3072.75478 a.u. For the strongest force on any atom, the calculation gives 5.87 eV/A. Its gap between HOMO and LUMO is 6.18 eV. The calculation puts the highest occupied orbital energy at -4.25 eV.

=====

ORCA calculation (ωB97M-V/def2-TZVPD) on 12 unconnected molecules or ions with the total composition C30H37Cl44NO.

```
113
Properties=species:S:1:pos:R:3:forces:R:3
C 2.73368 -1.91257 1.21556 0.336 -0.024 -0.017
C 3.84542 -1.58213 0.19646 -0.184 -0.173 -0.202
C 3.50153 -0.52061 -0.85885 0.165 0.033 0.156
C 2.95778 0.80751 -0.32210 0.004 0.090 -0.411
C 2.32096 1.64705 -1.44042 -0.042 -0.125 0.051
C 0.87411 1.25649 -1.74762 0.198 0.233 -0.072
C 0.21330 2.24174 -2.71000 -0.308 -0.264 -0.148
C -1.26747 1.91270 -3.01543 0.008 0.088 0.280
C -2.27851 2.92936 -2.45289 0.437 -0.258 0.138
C -2.77502 2.61762 -1.02208 -0.104 0.366 0.007
C -4.30375 2.51942 -0.98869 0.287 -0.536 0.057
C -4.79530 1.28017 -1.77552 -0.249 0.188 0.080
C -5.51473 0.20888 -0.93691 0.281 -0.018 -0.325
C -4.60922 -0.93308 -0.47061 -0.418 -0.132 0.131
C -4.18044 -1.89638 -1.60228 0.208 0.008 0.152
C -2.69276 -1.81041 -1.94230 0.497 0.083 -0.362
C -1.83238 -3.05731 -1.79591 0.337 -0.207 -0.292
C -0.47626 -2.48306 -2.23880 -0.491 0.024 -0.313
C -0.90712 -1.50960 -3.34899 -0.445 -0.744 0.484
O -0.17816 -0.92460 -4.09583 0.569 0.454 -0.732
N -2.29101 -1.43951 -3.32918 -0.375 0.420 0.590
H 2.34757 -2.92203 1.05761 -0.061 0.088 0.015
H 1.89419 -1.21669 1.17479 0.042 -0.048 -0.016
H 3.14364 -1.88007 2.22646 -0.210 0.008 -0.059
H 4.76869 -1.29669 0.71047 -0.138 0.080 0.071
H 4.08210 -2.50540 -0.34320 0.155 0.107 0.043
H 2.82328 -0.94349 -1.60961 -0.111 0.052 0.153
H 4.42922 -0.28324 -1.39383 -0.130 -0.102 -0.117
H 2.20396 0.65410 0.45552 0.143 0.021 0.053
H 3.78819 1.37490 0.11104 -0.085 -0.105 0.166
H 2.91234 1.52274 -2.35637 0.010 0.158 0.058
H 2.34942 2.71046 -1.17678 0.014 -0.068 -0.003
H 0.30465 1.23521 -0.80801 -0.008 -0.106 -0.068
H 0.85045 0.26277 -2.20850 -0.071 0.076 0.204
H 0.27950 3.25355 -2.29345 0.089 -0.027 -0.101
H 0.75769 2.22218 -3.65937 0.133 0.145 0.157
H -1.48772 0.93269 -2.57403 -0.031 0.097 -0.190
H -1.39717 1.81919 -4.09601 -0.019 -0.041 0.052
H -1.78818 3.90561 -2.44773 -0.221 0.037 -0.152
H -3.13856 2.98725 -3.12623 0.039 0.087 0.055
H -2.33089 1.68165 -0.66142 -0.087 0.016 -0.032
H -2.45136 3.39584 -0.32203 0.034 -0.051 -0.077
H -4.65492 2.44772 0.04650 -0.014 0.115 -0.079
H -4.71820 3.42990 -1.43016 -0.032 -0.010 0.141
H -5.47705 1.60188 -2.56919 0.128 -0.015 -0.009
H -3.92890 0.82137 -2.26836 -0.143 0.015 -0.093
H -6.00837 0.65868 -0.06942 -0.006 0.068 -0.113
H -6.29996 -0.22236 -1.56355 0.021 -0.056 0.206
H -5.16924 -1.50205 0.28150 0.129 0.043 -0.073
H -3.72468 -0.54511 0.04720 -0.074 0.029 -0.030
H -4.37203 -2.92083 -1.26618 -0.084 0.041 -0.163
H -4.80167 -1.72392 -2.48640 0.112 -0.069 -0.015
H -2.19924 -1.06260 -1.29813 -0.450 0.005 0.269
H -2.09777 -3.79580 -2.56100 -0.396 0.020 0.201
H -1.90811 -3.53304 -0.82107 0.320 0.247 0.059
H 0.22399 -3.18999 -2.68224 0.112 0.013 0.325
H -0.02090 -1.89508 -1.43564 0.208 -0.111 -0.105
H -2.68391 -0.57867 -3.69443 0.136 -0.110 -0.154
Cl 5.58002 -3.54040 3.21383 0.009 -0.013 0.002
C 5.20612 -2.44417 4.54838 -0.005 0.009 -0.066
Cl 6.10141 -2.94200 5.98805 -0.006 0.010 0.000
Cl 5.67247 -0.80268 4.10206 -0.080 0.014 -0.024
Cl 3.47194 -2.49375 4.87881 0.004 -0.041 0.134
Cl 7.69801 2.15197 3.52205 -0.016 0.003 0.004
C 9.26963 1.34122 3.61265 0.016 0.069 -0.064
Cl 10.42000 2.38913 4.44762 -0.059 -0.036 0.035
Cl 9.09369 -0.17977 4.48630 0.114 0.011 0.023
Cl 9.86174 1.03347 1.98033 -0.031 -0.106 -0.046
Cl -3.01500 7.90413 -5.18647 -0.007 -0.003 -0.004
C -2.71146 6.31980 -4.46807 0.013 -0.025 0.001
Cl -0.98106 6.13522 -4.16446 -0.001 0.006 0.001
Cl -3.59962 6.18348 -2.94690 -0.029 0.074 0.013
Cl -3.25095 5.05492 -5.57664 0.003 -0.010 -0.003
Cl -3.02567 -5.39221 0.68527 -0.059 -0.120 0.081
C -3.98789 -4.50593 1.87379 -0.021 -0.053 0.016
Cl -4.05189 -5.41835 3.38196 0.012 0.059 -0.086
Cl -3.25430 -2.92628 2.15919 0.031 0.000 0.016
Cl -5.62964 -4.29301 1.24937 -0.023 0.006 -0.008
Cl -8.35347 -1.81017 -0.40961 -0.016 -0.018 0.011
C -9.63582 -0.79423 -1.07927 -0.016 0.012 -0.019
Cl -10.78345 -1.79962 -1.96167 -0.002 -0.057 0.139
Cl -10.46339 0.04812 0.23161 0.007 -0.004 0.006
Cl -8.93868 0.39606 -2.19033 -0.042 -0.010 -0.002
Cl -4.28822 -7.01179 6.23501 0.009 -0.024 0.086
C -4.35006 -8.73089 5.81708 -0.010 0.004 -0.022
Cl -6.02225 -9.19354 5.49928 0.026 -0.002 0.005
Cl -3.37320 -9.01878 4.37458 0.006 0.004 -0.001
Cl -3.71373 -9.68191 7.16079 -0.007 0.003 0.001
Cl 10.98863 6.48411 5.09261 -0.003 -0.004 -0.005
C 12.55724 5.68514 5.20345 -0.010 -0.007 -0.077
Cl 13.74382 6.80212 5.88540 -0.128 -0.165 0.192
Cl 12.42075 4.26174 6.24132 0.071 0.049 0.070
Cl 13.08221 5.18691 3.59176 0.003 -0.001 -0.002
Cl -11.71548 -2.30640 -7.62033 0.001 0.001 0.002
C -12.42346 -1.47449 -6.23322 -0.002 0.000 -0.005
Cl -13.40706 -0.12046 -6.79595 0.002 0.000 0.002
Cl -13.44000 -2.60285 -5.32673 -0.005 -0.004 0.001
Cl -11.13987 -0.87786 -5.18012 -0.001 0.047 -0.123
Cl 15.23536 11.65725 3.76757 -0.001 0.004 -0.001
C 16.17477 10.19502 3.45448 0.024 -0.013 0.032
Cl 16.13830 9.82848 1.72770 0.001 0.002 -0.005
Cl 17.84589 10.44730 3.96868 -0.006 -0.004 0.001
Cl 15.47328 8.84349 4.35312 0.093 0.162 -0.180
Cl 11.76277 4.38193 -2.20292 -0.002 -0.001 -0.004
C 11.06519 3.36665 -0.93799 -0.007 0.007 0.010
Cl 9.35459 3.09060 -1.27592 -0.005 -0.003 0.003
Cl 11.91317 1.81471 -0.89861 -0.002 0.008 0.014
Cl 11.23348 4.17222 0.62427 0.017 0.018 0.017
Cl -8.94147 -10.95238 5.21515 -0.030 -0.033 0.002
C -10.13323 -9.81287 4.57753 0.003 0.016 -0.004
Cl -11.31687 -10.68447 3.60105 0.003 0.001 0.000
Cl -10.95012 -9.00656 5.91843 0.001 0.000 0.001
Cl -9.31182 -8.60970 3.57837 0.003 0.004 -0.002
```
Forces are in eV/Å.

Its total charge is 0. The calculation puts the calculated total energy at -21543.61401 a.u. For the strongest force on any atom, the calculation gives 1.03 eV/A. Its gap between HOMO and LUMO is 9.40 eV. The calculation puts the highest occupied orbital energy at -9.42 eV. Its SMILES is CCCCCCCCCCCCCCC[C@H]1CCC(=O)N1.ClC(Cl)(Cl)Cl.ClC(Cl)(Cl)Cl.ClC(Cl)(Cl)Cl.ClC(Cl)(Cl)Cl.ClC(Cl)(Cl)Cl.ClC(Cl)(Cl)Cl.ClC(Cl)(Cl)Cl.ClC(Cl)(Cl)Cl.ClC(Cl)(Cl)Cl.ClC(Cl)(Cl)Cl.ClC(Cl)(Cl)Cl.

=====

ORCA calculation (ωB97M-V/def2-TZVPD) on 2 unconnected molecules or ions with the total composition C2H4N4O2.

```
12
Properties=species:S:1:pos:R:3:forces:R:3
C 0.80097 0.53282 -0.63896 0.183 -0.890 0.147
C -1.37920 0.28108 0.20308 3.694 -0.280 4.146
N 0.22849 1.80315 -0.24394 0.520 0.062 -1.221
N -0.92044 1.69305 0.12656 -2.323 0.030 0.458
N -0.25597 -0.44618 -0.34353 -0.768 -0.914 0.579
N -2.76702 -0.09948 -0.05813 1.255 -0.089 -0.834
O -3.55772 0.78522 -0.11185 -1.249 0.965 0.019
O -2.95912 -1.27914 -0.19196 -0.243 -0.836 -0.019
H 1.08767 0.46704 -1.69524 -0.329 0.577 -0.036
H 1.77226 0.50749 -0.12334 -0.381 -0.744 0.489
H -1.60050 0.29969 1.87603 0.595 -0.294 -3.640
H -0.01438 -1.47690 -0.19953 -0.954 2.414 -0.089
```
Forces are in eV/Å.

Its total charge is 0. The calculation puts the calculated total energy at -447.86807 a.u. The calculation puts the energy above the lowest of the compared OMol25 structures with the same formula, charge and spin at 147.05 kcal/mol. For the strongest force on any atom, the calculation gives 5.56 eV/A. Its gap between HOMO and LUMO is 8.94 eV. The calculation puts the highest occupied orbital energy at -9.65 eV.

=====

Look up the calculated total energy of the second one.
-21543.61401 a.u.

=====

Which formula does entry 2 have?
C30H37Cl44NO

=====

What is the calculated total energy in the third record?
-447.86807 a.u.